No. 1
CH2INO4 | ωB97M-V/def2-TZVPD

Geometry (Å):
C -1.45 -1.28 -0.94
N -0.02 -1.62 1.75
O 0.04 -2.81 1.51
O 0.73 -1.01 2.40
O -1.87 -1.63 0.26
O -1.06 -0.95 1.15
I -1.90 0.89 -1.12
H -0.36 -1.44 -1.13
H -1.93 -1.88 -1.83

## Properties
HOMO level = -9.82 eV
total charge = 0
relative energy (zero: lowest compared OMol25 entry of this formula, charge and spin) = 71.28 kcal/mol
LUMO = -0.023 eV
Kohn-Sham gap = 9.79 eV
SMILES string = O=[N+]([O-])OOCI
F_max = 5.95 eV Å⁻¹

---

No. 2
CH2IO3S | ωB97M-V/def2-TZVPD

Geometry (Å):
C -0.12 -0.40 -0.51
O -2.57 -2.03 -1.08
O -1.34 -2.61 1.03
O -2.82 -0.55 0.83
S -2.03 -1.66 0.22
I 1.24 -1.91 -0.92
H -0.63 0.06 -1.45
H 0.46 0.47 0.07

## Properties
HOMO level = -4.19 eV
total charge = -1
relative energy (zero: lowest compared OMol25 entry of this formula, charge and spin) = 42.34 kcal/mol
LUMO = 3.043 eV
Kohn-Sham gap = 7.23 eV
F_max = 5.42 eV Å⁻¹

---

No. 3
CH2IO3S | ωB97M-V/def2-TZVPD

Geometry (Å):
C 0.31 -0.46 -0.56
O -2.75 -2.58 -1.37
O -1.76 -3.08 0.88
O -2.83 -0.87 0.49
S -2.18 -2.06 -0.08
I 1.91 -1.58 0.08
H 0.28 -0.18 -1.65
H 0.29 0.25 0.16

## Properties
HOMO level (spin up / spin down) = -3.44 / -4.43 eV
total charge = -1
relative energy (zero: lowest compared OMol25 entry of this formula, charge and spin) = 69.22 kcal/mol
LUMO (spin up / spin down) = 2.870 / 2.936 eV
Kohn-Sham gap (spin up / spin down) = 6.31 / 7.37 eV
F_max = 3.89 eV Å⁻¹

---

No. 4
CH2IOP | ωB97M-V/def2-TZVPD

Geometry (Å):
C -0.59 0.35 -0.68
O -0.18 1.31 -1.20
P -0.21 -0.52 0.89
I 0.72 1.08 2.46
H -0.69 -1.24 -1.62
H 0.95 -0.97 0.15

## Properties
HOMO level (spin up / spin down) = -9.31 / -9.31 eV
total charge = 0
relative energy (zero: lowest compared OMol25 entry of this formula, charge and spin) = 59.49 kcal/mol
LUMO (spin up / spin down) = -0.746 / -0.745 eV
Kohn-Sham gap (spin up / spin down) = 8.57 / 8.57 eV
F_max = 3.51 eV Å⁻¹

---

No. 5
CH2IOP | ωB97M-V/def2-TZVPD

Geometry (Å):
C -1.35 -0.17 -0.29
O -0.42 0.13 -0.98
P 2.57 0.93 -0.52
I 2.70 -0.33 1.44
H -2.33 -0.59 -0.58
H -1.18 0.03 0.93

## Properties
HOMO level (spin up / spin down) = -7.87 / -7.87 eV
total charge = 0
relative energy (zero: lowest compared OMol25 entry of this formula, charge and spin) = 55.89 kcal/mol
LUMO (spin up / spin down) = -1.157 / -1.167 eV
Kohn-Sham gap (spin up / spin down) = 6.71 / 6.70 eV
F_max = 3.90 eV Å⁻¹

---

No. 6
CH2IOP | ωB97M-V/def2-TZVPD

Geometry (Å):
C -0.42 -0.58 0.80
O -0.33 0.11 1.74
P -0.27 0.21 -1.16
I 2.15 0.21 -1.47
H -0.70 -1.68 0.92
H -0.44 1.72 -0.83

## Properties
HOMO level = -8.88 eV
total charge = 0
relative energy (zero: lowest compared OMol25 entry of this formula, charge and spin) = 15.23 kcal/mol
LUMO = -0.468 eV
Kohn-Sham gap = 8.41 eV
SMILES string = O=CPI
F_max = 2.18 eV Å⁻¹

---

| no. | calculated total energy (Ha) |
| --- | --- |
| 1 | -692.4442 |
| 2 | -960.9169 |
| 3 | -960.8740 |
| 4 | -753.4779 |
| 5 | -753.4837 |
| 6 | -753.5485 |